A structure of composition C34H61BF3IN4O13PS2 at a distorted geometry. Source: the Open Molecules 2025 dataset; level of theory: the ωB97M-V functional and the def2-TZVPD basis.

The charge is +1. The lowest unoccupied orbital energy is -0.1044 Eh. The total energy comes out at -116707.707 eV.

Atoms and positions in Å:
C  -4.675  -2.471  0.810
C  -3.468  -1.661  1.326
C  -3.087  -0.529  0.352
C  -1.620  -0.056  0.227
C  -1.688  1.273  -0.635
C  -2.963  1.648  -1.449
C  -2.527  2.576  -2.630
C  -3.971  2.492  -0.641
C  -1.245  0.312  1.739
P  -2.394  1.559  2.551
O  -3.649  0.952  3.037
N  0.228  0.439  2.107
C  0.473  0.519  3.611
C  -0.199  -0.543  4.472
O  0.467  -1.463  4.877
N  -1.557  -0.344  4.809
C  -1.698  0.175  6.179
C  -2.345  -1.576  4.608
B  0.992  1.737  1.563
N  1.802  2.537  2.499
O  0.852  2.105  0.263
C  1.031  -0.769  1.684
S  2.680  -0.189  1.193
C  0.282  -1.779  0.789
C  1.130  -3.055  0.571
N  2.412  -3.058  -0.120
C  -0.621  -1.180  -0.348
I  -1.731  -2.886  -1.212
S  0.516  -0.832  -1.757
O  1.574  0.083  -1.422
O  1.003  -2.096  -2.232
C  -0.301  -0.159  -3.317
F  0.206  -0.806  -4.357
F  -1.616  -0.324  -3.343
F  0.042  1.116  -3.461
H  -5.349  -1.809  0.264
H  -5.196  -2.917  1.655
H  -4.378  -3.286  0.152
H  -2.644  -2.351  1.537
H  -3.775  -1.263  2.289
H  -3.496  -0.784  -0.622
H  -3.697  0.316  0.673
H  -1.529  2.138  0.007
H  -0.832  1.379  -1.299
H  -3.470  0.812  -1.924
H  -1.636  3.149  -2.361
H  -3.297  3.314  -2.848
H  -2.358  2.027  -3.549
H  -4.563  1.920  0.076
H  -3.418  3.293  -0.144
H  -4.683  2.972  -1.309
H  -1.577  -0.572  2.294
H  -1.684  2.189  3.589
H  -2.680  2.566  1.618
H  1.538  0.387  3.750
H  0.200  1.493  4.007
H  -1.196  -0.484  6.894
H  -1.316  1.195  6.233
H  -2.760  0.192  6.414
H  -1.830  -2.245  3.917
H  -2.501  -2.098  5.554
H  -3.321  -1.342  4.192
H  1.389  3.458  2.647
H  2.695  2.717  2.038
H  0.658  3.043  0.148
H  1.236  -1.377  2.565
H  3.167  0.164  2.401
H  -0.493  -2.171  1.459
H  0.518  -3.873  0.195
H  1.344  -3.372  1.602
H  3.172  -3.225  0.520
H  2.621  -2.260  -0.696
O  4.902  1.948  1.902
C  5.735  2.038  1.037
O  6.266  3.214  0.677
C  7.156  3.041  -0.447
C  7.561  1.574  -0.406
C  6.312  0.923  0.188
H  6.610  3.299  -1.356
H  7.995  3.723  -0.336
H  7.851  1.184  -1.378
H  8.402  1.441  0.275
H  5.579  0.660  -0.578
H  6.534  0.052  0.798
O  -5.387  -1.942  5.821
C  -5.335  -1.705  6.992
O  -4.211  -1.911  7.724
C  -4.468  -1.641  9.117
C  -5.677  -0.715  9.125
C  -6.441  -1.183  7.887
H  -4.666  -2.589  9.618
H  -3.580  -1.190  9.555
H  -6.248  -0.768  10.049
H  -5.353  0.318  8.988
H  -7.120  -2.007  8.109
H  -6.985  -0.384  7.392
O  5.866  2.422  -6.720
C  4.969  1.834  -6.201
O  3.672  1.993  -6.576
C  2.802  1.248  -5.710
C  3.688  0.160  -5.113
C  5.046  0.850  -5.047
H  2.397  1.921  -4.951
H  1.981  0.835  -6.292
H  3.324  -0.206  -4.153
H  3.743  -0.688  -5.796
H  5.178  1.413  -4.121
H  5.879  0.167  -5.184
O  1.989  -3.808  -10.006
C  1.794  -2.662  -9.736
O  2.260  -1.637  -10.492
C  1.963  -0.377  -9.868
C  0.786  -0.661  -8.943
C  1.047  -2.109  -8.534
H  2.849  -0.043  -9.324
H  1.733  0.352  -10.641
H  0.721  0.032  -8.106
H  -0.149  -0.602  -9.502
H  1.700  -2.180  -7.662
H  0.137  -2.675  -8.357

Here are the Löwdin charges for atoms 1 to 99, given in e: C -0.10; C -0.29; C -0.25; C -0.32; C -0.13; C -0.37; C -0.06; C -0.08; C -0.21; P 0.82; O -0.38; N -0.07; C -0.06; C -0.42; O 0.16; N -0.19; C -0.03; C -0.04; B -0.72; N 0.16; O 0.15; C -0.45; S 1.01; C -0.32; C -0.26; N 0.01; C -0.57; I 1.29; S 0.67; O -0.31; O -0.35; C -0.67; F 0.16; F 0.13; F 0.14; H 0.08; H 0.08; H 0.03; H 0.07; H 0.07; H 0.07; H 0.08; H 0.08; H 0.07; H 0.12; H 0.08; H 0.08; H 0.07; H 0.07; H 0.07; H 0.08; H 0.09; H 0.03; H 0.02; H 0.12; H 0.11; H 0.10; H 0.09; H 0.09; H 0.09; H 0.09; H 0.06; H 0.10; H 0.07; H 0.14; H 0.11; H -0.06; H 0.12; H 0.07; H 0.13; H 0.07; H 0.02; O 0.07; C -0.48; O 0.04; C -0.13; C -0.14; C -0.07; H 0.13; H 0.13; H 0.12; H 0.12; H 0.13; H 0.13; O 0.12; C -0.49; O 0.00; C -0.15; C -0.15; C -0.07; H 0.13; H 0.12; H 0.12; H 0.12; H 0.14; H 0.13; O 0.14; C -0.48; O 0.03